# 1
{"formula": "C19H27Br6Cl3O8", "method": "the ωB97M-V functional and the def2-TZVPD basis", "elements": ["O", "C", "O", "C", "C", "C", "H", "H", "H", "H", "H", "H", "O", "C", "O", "C", "C", "C", "H", "H", "H", "H", "H", "H", "O", "C", "O", "C", "C", "C", "H", "H", "H", "H", "H", "H", "O", "C", "O", "C", "C", "C", "H", "H", "H", "H", "H", "H", "C", "Cl", "Cl", "Cl", "H", "C", "Br", "Br", "Br", "H", "C", "Br", "Br", "Br", "H"], "coordinates": [[-0.788, -0.598, -2.969], [-1.855, -1.093, -3.146], [-2.142, -2.357, -2.850], [-3.489, -2.664, -3.267], [-4.169, -1.265, -3.275], [-3.099, -0.335, -3.748], [-3.955, -3.387, -2.620], [-3.498, -3.202, -4.220], [-4.402, -1.054, -2.245], [-5.051, -1.312, -3.885], [-3.169, 0.699, -3.395], [-2.996, -0.303, -4.853], [1.882, -0.615, 4.483], [2.539, -0.091, 3.620], [2.292, -0.407, 2.353], [3.171, 0.329, 1.457], [4.109, 1.208, 2.371], [3.575, 0.963, 3.765], [2.642, 0.940, 0.673], [3.677, -0.409, 0.866], [4.068, 2.311, 2.128], [5.079, 0.822, 2.330], [3.188, 1.812, 4.272], [4.286, 0.542, 4.503], [-4.881, -2.681, 0.142], [-4.086, -3.087, 0.954], [-2.945, -3.735, 0.547], [-2.155, -4.077, 1.760], [-2.624, -3.121, 2.903], [-4.122, -2.926, 2.499], [-1.108, -4.039, 1.467], [-2.484, -5.105, 1.972], [-2.023, -2.264, 2.963], [-2.441, -3.686, 3.780], [-4.578, -1.967, 2.753], [-4.733, -3.722, 2.871], [5.407, 2.761, -0.926], [4.326, 3.103, -1.340], [3.239, 2.251, -1.215], [2.018, 2.845, -1.664], [2.338, 4.344, -1.928], [3.901, 4.400, -2.082], [1.219, 2.772, -0.923], [1.691, 2.355, -2.570], [2.092, 4.978, -1.077], [1.884, 4.841, -2.834], [4.426, 5.255, -1.643], [4.256, 4.157, -3.111], [-1.416, 0.527, -0.009], [-0.434, 0.357, 1.493], [-1.679, 2.228, -0.610], [-2.932, -0.382, 0.168], [-0.906, -0.018, -0.822], [1.404, -3.293, -2.271], [1.384, -5.154, -2.762], [3.095, -2.458, -2.590], [0.956, -3.103, -0.419], [0.651, -2.720, -2.788], [-0.225, 3.882, 2.880], [0.546, 2.894, 4.468], [1.182, 4.478, 1.724], [-1.273, 5.400, 3.601], [-0.866, 3.177, 2.295]], "mulliken_charge": [-0.5888, 0.4397, -0.2021, -0.4934, -0.4111, -0.3357, 0.3103, 0.2933, 0.0882, 0.4262, 0.2089, 0.2981, -0.6585, 0.4308, -0.2550, 0.2415, -0.4562, -0.2410, -0.2701, 0.2952, 0.1584, 0.3824, 0.1585, 0.2309, -0.5753, 0.4819, -0.2563, -0.2890, -0.3734, -0.5028, 0.0908, 0.2891, 0.1667, 0.3802, 0.2539, 0.3291, -0.6105, 0.3982, -0.1945, 0.2411, -0.4269, -0.4483, -0.2312, 0.3263, -0.0055, 0.3742, 0.3382, 0.2635, 0.5648, 0.0013, -0.1721, -0.1258, -0.2713, 0.0529, -0.0422, -0.0489, 0.0089, -0.0160, -0.1758, -0.0162, 0.0344, -0.0396, 0.1759], "largest_force_ev_per_a": 2.88, "homo_ev": -10.0, "orbital_gap_ev": 9.65, "e_above_lowest_ev": 0.0000}

# 2
{"formula": "C19H27Cl2GeN2O3PtSe", "method": "the ωB97M-V functional and the def2-TZVPD basis", "elements": ["Pt", "Cl", "C", "C", "C", "Cl", "C", "C", "C", "C", "N", "C", "C", "O", "H", "H", "H", "H", "C", "Ge", "C", "C", "C", "Se", "C", "H", "H", "H", "H", "H", "H", "H", "H", "H", "H", "H", "H", "H", "H", "O", "C", "O", "C", "N", "C", "C", "C", "H", "H", "H", "H", "H", "H", "H", "H", "H"], "coordinates": [[-0.736, 1.230, -0.465], [-3.712, 5.101, -1.440], [-3.970, 3.556, -1.995], [-5.015, 3.226, -2.805], [-5.188, 1.892, -3.258], [-6.487, 1.585, -4.238], [-4.284, 0.804, -2.907], [-4.433, -0.525, -3.320], [-3.498, -1.456, -2.893], [-2.437, -1.045, -2.093], [-2.289, 0.223, -1.703], [-3.199, 1.113, -2.099], [-3.007, 2.490, -1.583], [-2.074, 2.728, -0.820], [-5.728, 3.980, -3.114], [-5.257, -0.827, -3.953], [-3.579, -2.494, -3.183], [-1.683, -1.745, -1.764], [2.260, -0.585, 2.784], [0.521, 0.090, 3.417], [0.509, 0.141, 5.356], [-0.973, -0.956, 2.724], [0.299, 1.988, 2.846], [0.413, 2.698, 1.032], [2.297, 2.440, 0.647], [2.360, -1.638, 3.042], [3.080, -0.054, 3.270], [2.365, -0.417, 1.706], [0.555, -0.873, 5.751], [-0.406, 0.608, 5.721], [1.357, 0.704, 5.745], [-0.876, -1.997, 3.034], [-1.046, -0.917, 1.638], [-1.906, -0.576, 3.147], [1.030, 2.625, 3.357], [-0.674, 2.354, 3.182], [2.598, 1.462, 1.000], [2.848, 3.223, 1.164], [2.438, 2.546, -0.426], [0.349, -0.469, -2.460], [0.885, -0.792, -1.417], [0.612, -0.270, -0.235], [2.004, -1.823, -1.440], [2.230, -2.516, -0.121], [3.721, -2.879, -0.028], [4.344, -2.299, -1.298], [3.369, -1.213, -1.751], [1.757, -2.592, -2.170], [1.642, -3.343, -0.024], [1.974, -1.885, 0.642], [3.804, -3.958, 0.049], [4.099, -2.429, 0.887], [4.441, -3.069, -2.062], [5.339, -1.907, -1.100], [3.453, -0.964, -2.806], [3.505, -0.294, -1.173]], "mulliken_charge": [0.9763, 0.0054, 0.1958, -0.6865, 1.0603, -0.0018, -0.1492, -0.5213, -1.1586, 0.1192, -0.4761, 0.6188, 0.7308, -0.5612, 0.5201, 0.4867, 0.4427, 0.4485, -0.2483, 0.6267, -1.1568, -0.8308, -1.0175, 0.2367, -0.7069, 0.4295, 0.4503, -0.7275, 0.3723, 0.3746, 0.3827, 0.3950, -0.0081, 0.3777, 0.4698, 0.4510, -0.0458, 0.4670, 0.3418, -0.6086, 0.1170, -0.4598, 0.0708, 0.1904, -0.4446, -0.6070, -0.6442, 0.4789, 0.4336, -0.2579, 0.4131, 0.2548, 0.3124, 0.4039, 0.5032, 0.1605], "largest_force_ev_per_a": 0.65, "charge": 3, "homo_ev": -17.4, "orbital_gap_ev": 4.82, "e_above_lowest_ev": 0.0000}

# 3
{"formula": "C19H27Cl3F6N2NiO4P2S2Te", "method": "the ωB97M-V functional and the def2-TZVPD basis", "elements": ["Ni", "C", "P", "C", "C", "C", "P", "C", "C", "H", "H", "H", "H", "H", "H", "H", "H", "H", "H", "H", "H", "H", "H", "H", "H", "C", "C", "C", "C", "C", "C", "Te", "C", "C", "C", "H", "H", "H", "H", "H", "H", "H", "H", "H", "H", "H", "Cl", "C", "Cl", "Cl", "C", "N", "F", "C", "F", "F", "S", "O", "O", "N", "S", "O", "O", "C", "F", "F", "F"], "coordinates": [[0.931, -0.491, 1.158], [3.422, -2.503, 2.721], [2.551, -2.023, 1.212], [2.140, -3.563, 0.352], [3.899, -1.337, 0.168], [3.262, -0.797, -1.108], [1.851, 0.255, -0.599], [1.012, 0.663, -2.141], [2.658, 1.795, -0.070], [4.291, -3.102, 2.443], [2.766, -3.074, 3.372], [3.746, -1.609, 3.253], [3.036, -4.178, 0.241], [1.726, -3.341, -0.631], [1.385, -4.116, 0.911], [4.643, -2.111, -0.026], [4.396, -0.537, 0.721], [2.892, -1.615, -1.729], [3.947, -0.205, -1.719], [1.765, 1.057, -2.826], [0.230, 1.403, -1.985], [0.543, -0.221, -2.573], [3.333, 2.163, -0.845], [3.210, 1.635, 0.854], [1.891, 2.540, 0.136], [-2.222, 4.547, -5.859], [-2.250, 3.683, -4.630], [-3.133, 2.622, -4.506], [-3.183, 1.832, -3.364], [-4.174, 0.698, -3.338], [-2.319, 2.108, -2.286], [-2.607, 0.766, -0.661], [-1.403, 3.163, -2.401], [-0.403, 3.556, -1.346], [-1.391, 3.921, -3.570], [-2.866, 4.145, -6.641], [-1.212, 4.628, -6.263], [-2.565, 5.559, -5.634], [-3.808, 2.392, -5.324], [-4.677, 0.616, -4.299], [-4.936, 0.847, -2.569], [-3.694, -0.263, -3.134], [-0.206, 2.760, -0.630], [-0.749, 4.413, -0.768], [0.541, 3.839, -1.816], [-0.675, 4.733, -3.645], [-0.757, 3.019, 3.164], [-1.914, 2.412, 1.983], [-3.150, 1.449, 2.803], [-2.691, 3.789, 1.171], [-1.228, 1.442, 0.959], [-0.098, 1.021, 1.149], [-2.678, -1.500, 4.277], [-1.434, -1.496, 4.728], [-1.292, -2.428, 5.661], [-1.171, -0.311, 5.268], [-0.230, -1.791, 3.311], [-0.968, -1.630, 2.074], [0.787, -0.771, 3.496], [0.399, -3.211, 3.486], [-0.512, -4.518, 3.228], [-0.173, -5.160, 1.993], [-1.887, -4.334, 3.580], [0.220, -5.597, 4.529], [0.019, -5.096, 5.742], [1.531, -5.751, 4.341], [-0.366, -6.791, 4.451]], "mulliken_charge": [-0.6183, -1.1939, 1.2293, -1.0681, -0.8739, -0.8182, 1.1072, -0.8228, -1.4316, 0.4754, 0.2356, 0.3316, 0.4067, 0.3757, 0.1303, 0.5186, 0.3990, 0.4073, 0.5662, 0.4893, -0.1354, 0.4065, 0.3992, 0.3869, 0.2828, -1.4492, 0.3679, -1.0418, 0.7687, -1.9799, 0.2566, 0.5675, 1.4962, -0.6089, -0.9726, 0.3574, 0.3403, 0.3089, 0.2487, 0.3562, 0.4170, 0.3732, -0.9091, 0.5122, 0.4076, 0.4046, -0.1419, 0.8258, -0.1206, -0.1097, -0.7789, -0.2838, -0.1830, 0.4719, -0.2000, -0.1793, 0.9910, -0.4884, -0.6412, -0.1594, 0.9283, -0.7444, -0.5980, 0.6792, -0.2133, -0.2404, -0.2206], "largest_force_ev_per_a": 0.84, "homo_ev": [-7.6, -7.6], "orbital_gap_ev": [7.15, 7.15], "e_above_lowest_ev": 0.3398}

# 4
{"formula": "C19H27ClN6O2", "method": "the ωB97M-V functional and the def2-TZVPD basis", "elements": ["C", "C", "C", "C", "N", "C", "C", "C", "O", "N", "C", "C", "N", "C", "O", "C", "N", "C", "C", "N", "C", "C", "Cl", "C", "C", "C", "C", "N", "H", "H", "H", "H", "H", "H", "H", "H", "H", "H", "H", "H", "H", "H", "H", "H", "H", "H", "H", "H", "H", "H", "H", "H", "H", "H", "H"], "coordinates": [[-1.441, 2.048, -2.249], [-0.898, 2.484, -0.929], [-1.521, 3.271, 0.064], [-0.597, 3.356, 1.076], [0.490, 2.663, 0.673], [1.668, 2.306, 1.446], [2.947, 2.601, 0.684], [1.616, 0.826, 1.880], [2.647, 0.194, 2.027], [0.377, 0.340, 2.119], [0.013, -1.080, 2.220], [0.920, -1.968, 1.349], [1.059, -1.459, 0.003], [0.308, -1.887, -1.027], [-0.538, -2.762, -0.959], [0.603, -1.140, -2.317], [1.690, -0.371, -2.306], [1.986, 0.351, -3.377], [3.169, 1.263, -3.293], [1.278, 0.346, -4.510], [0.204, -0.424, -4.533], [-0.200, -1.193, -3.448], [-1.661, -2.092, -3.600], [-1.473, -1.198, 1.866], [-2.254, -2.294, 2.597], [-1.705, -3.701, 2.380], [-3.715, -2.232, 2.159], [0.317, 2.119, -0.544], [-2.028, 1.132, -2.149], [-2.089, 2.813, -2.677], [-0.625, 1.856, -2.945], [-2.497, 3.725, 0.031], [-0.619, 3.855, 2.031], [1.628, 2.906, 2.359], [3.806, 2.334, 1.294], [2.976, 2.014, -0.233], [2.990, 3.659, 0.430], [-0.379, 0.938, 1.825], [0.159, -1.401, 3.258], [1.908, -2.036, 1.793], [0.484, -2.961, 1.285], [1.752, -0.755, -0.202], [2.867, 2.186, -2.793], [3.960, 0.806, -2.702], [3.529, 1.511, -4.288], [-0.384, -0.437, -5.444], [-1.963, -0.249, 2.113], [-1.579, -1.336, 0.786], [-2.209, -2.070, 3.670], [-1.622, -3.923, 1.313], [-0.722, -3.836, 2.837], [-2.372, -4.438, 2.832], [-3.799, -2.465, 1.094], [-4.321, -2.954, 2.708], [-4.141, -1.240, 2.321]], "mulliken_charge": [-1.0120, 0.6859, -1.3431, 0.0012, 0.2278, 0.6694, -1.4171, 0.0048, -0.6354, -0.1030, 0.7035, -1.5165, 0.0819, 0.1432, -0.6572, 0.7289, -0.4538, 0.7402, -1.2908, -0.5826, -0.3741, 0.2556, -0.1700, -1.3484, 0.7965, -1.4901, -1.6169, -0.2169, 0.1752, 0.4275, 0.1955, 0.4365, 0.4015, 0.1353, 0.4368, 0.0907, 0.4257, 0.1091, 0.3430, 0.4086, 0.7209, 0.3295, 0.2051, 0.3362, 0.4196, 0.4026, 0.5804, 0.1246, 0.2391, 0.2615, 0.3335, 0.4681, 0.3453, 0.4297, 0.4073], "largest_force_ev_per_a": 0.34, "homo_ev": -9.3, "orbital_gap_ev": 9.33, "smiles": "Cc1ccn([C@H](C)C(=O)N[C@H](CNC(=O)c2nc(C)ncc2Cl)CC(C)C)n1", "e_above_lowest_ev": 0.2750}